Entry 1:
{"formula": "C4H14NO3", "method": "the ωB97M-V functional and the def2-TZVPD basis", "relative_energy_ev": 2.324, "largest_force_ev_per_a": 4.95, "energy_ev": -11999.487, "charge": 1, "lumo_energy_ha": -0.1282, "symbols": ["O", "C", "C", "N", "C", "C", "H", "H", "H", "H", "H", "H", "H", "H", "H", "H", "H", "H", "O", "H", "H", "O"], "xyz": [[1.4528, 1.5149, 2.2626], [2.2266, 1.6392, 1.3331], [2.0411, 0.5404, 0.2862], [0.5518, -0.1274, 0.4130], [0.6284, -1.6036, 0.7175], [-0.1083, -2.0986, 1.9278], [2.8085, 2.5679, 1.0396], [2.1083, 0.7853, -0.7680], [2.8131, -0.2945, 0.2956], [-0.0791, -0.0332, -0.4230], [0.0862, 0.3912, 1.1438], [1.6260, -1.8543, 0.6852], [0.3016, -2.0644, -0.2407], [-1.2872, -1.9855, 1.8625], [-0.0061, -1.6859, 2.9664], [0.1099, -3.2035, 2.0959], [-3.4551, 0.6457, -4.6348], [-4.5507, 0.9914, -3.6072], [-3.7254, 0.6530, -3.7738], [-2.1639, 0.3319, -2.0223], [-1.5651, -1.0231, -2.1156], [-1.3944, -0.1106, -1.5833]], "atomic_forces_ev_per_a": [[1.4855, 1.0856, -0.1245], [-2.3773, -0.3119, -0.5352], [-0.6564, -2.1130, -1.4391], [2.0174, 0.4617, -0.1138], [-1.7875, 0.2463, -1.1546], [-3.0858, -1.2501, 1.6961], [-0.1012, -1.0355, 0.8196], [-0.0846, 0.9473, -0.0473], [-1.0466, 0.8882, 0.7555], [0.7289, 0.3983, 0.1460], [-0.0101, 0.0880, 0.7181], [2.3108, -0.4895, 0.6773], [-0.4602, -0.0493, 0.8729], [2.3074, -0.4475, -0.5160], [0.9998, 0.3360, -1.2204], [-0.3545, 1.3270, -0.5631], [0.4332, 0.2716, -3.5391], [-2.9441, 1.2743, -0.0933], [2.6885, -1.5978, 3.8348], [0.6708, 0.4381, 0.6068], [1.0522, 2.7756, 2.0502], [-1.7861, -3.2432, -2.8307]], "lowdin_charge": [0.064, -0.169, -0.011, 0.072, -0.207, -0.083, 0.158, 0.119, 0.146, 0.105, 0.135, 0.078, 0.138, 0.122, 0.091, 0.106, 0.004, 0.010, 0.036, 0.047, 0.152, -0.114]}

***

Entry 2:
{"formula": "C5H10O", "method": "the ωB97M-V functional and the def2-TZVPD basis", "relative_energy_ev": 6.465, "largest_force_ev_per_a": 4.90, "energy_ev": -7388.301, "lumo_energy_ha": -0.0060, "symbols": ["C", "C", "C", "C", "C", "H", "H", "H", "H", "H", "H", "H", "H", "H", "H", "O"], "xyz": [[1.7837, 0.6880, 0.6845], [1.6004, -0.6772, -0.1385], [0.2278, -0.5992, -0.9306], [-0.8560, 0.1587, -0.1740], [-1.7404, -0.7373, 0.7676], [1.5183, 1.6003, -0.0581], [1.0814, 0.7749, 1.5772], [2.9872, 0.6585, 0.9005], [2.4316, -0.7605, -0.7284], [1.6727, -1.6349, 0.5727], [0.2877, 0.0144, -1.9215], [-0.1914, -1.5584, -1.2745], [-2.9371, -1.5340, -0.0731], [-0.8595, -1.6181, 1.5320], [-2.3593, 0.2903, 1.6168], [-1.2156, 1.3461, -0.4247]], "atomic_forces_ev_per_a": [[1.5367, 0.0840, -1.4835], [-3.0485, 0.0291, 3.2304], [0.5766, 1.3321, -1.6102], [-2.8837, 1.5015, -0.8631], [-0.9910, 0.4393, 2.4250], [0.8209, -2.0670, 1.7993], [1.3266, -0.1596, -0.9714], [-3.2134, 0.6765, 0.1202], [1.7771, -0.2436, -2.0195], [-0.5254, 2.1217, -1.3214], [0.5423, -0.9055, 1.7270], [0.2697, 0.0833, 0.5635], [3.5881, 2.2192, 2.4311], [-3.1990, 2.6804, -2.5248], [1.7506, -3.7707, -2.5907], [1.6722, -4.0208, 1.0879]], "lowdin_charge": [-0.130, -0.247, -0.183, -0.570, -0.114, 0.110, 0.072, 0.111, 0.040, 0.134, 0.144, 0.101, 0.210, 0.160, 0.168, -0.005]}

***

Entry 3:
{"formula": "C13H17BIN3Ru", "method": "the ωB97M-V functional and the def2-TZVPD basis", "relative_energy_ev": 0.000, "largest_force_ev_per_a": 3.09, "energy_ev": -29565.027, "charge": 2, "spin_multiplicity": 5, "lumo_energy_ha": [-0.3169, -0.3170], "s_squared": 6.0176, "symbols": ["C", "C", "H", "H", "H", "H", "H", "H", "C", "C", "C", "C", "H", "H", "H", "H", "N", "C", "C", "N", "C", "C", "C", "H", "H", "C", "H", "H", "Ru", "I", "B", "C", "N", "H", "H", "H"], "xyz": [[0.7758, -0.8181, 2.2119], [1.5528, 0.4099, 2.0543], [-0.0576, -0.7505, 2.9221], [1.6881, -2.9340, 2.4628], [0.4057, -1.2153, 1.2573], [1.0929, 1.2719, 1.5368], [1.7932, 0.7353, 3.0869], [2.4883, 0.1315, 1.5580], [-2.9089, -1.2459, -1.3043], [-3.7231, -2.0273, -2.1178], [-3.8478, -1.6798, -3.4624], [-3.0570, -0.6840, -4.0412], [-2.7476, -1.3627, -0.2306], [-4.2798, -2.8587, -1.6751], [-4.5822, -2.1917, -4.0834], [-3.0933, -0.3958, -5.0884], [-2.2710, -0.1848, -1.8564], [-2.2092, 0.0588, -3.2111], [-1.3040, 1.1603, -3.4842], [-0.7630, 1.6345, -2.3187], [0.3557, 2.3791, -2.2611], [0.1531, 2.7219, -4.6366], [0.8605, 2.9103, -3.4427], [0.7837, 2.4635, -1.2611], [1.7852, 3.4909, -3.4330], [-0.9037, 1.8079, -4.6678], [-1.4538, 1.5828, -5.5764], [0.4571, 3.2460, -5.5478], [-2.2840, 1.6057, -0.9327], [-3.3710, 2.4002, 1.1738], [3.2046, -1.1076, 5.0103], [2.4810, -1.6892, 3.8832], [1.8391, -2.0178, 2.8964], [4.0221, -1.8962, 5.4796], [2.3445, -0.7964, 5.8084], [3.7681, -0.1196, 4.4845]], "atomic_forces_ev_per_a": [[-0.9976, -0.7826, -0.0577], [1.5556, 0.8007, 1.1586], [0.4471, -0.3368, 0.0334], [0.4073, 0.0571, 0.4424], [0.5280, -0.6242, 0.4461], [-0.2137, -0.8141, 0.1702], [0.1285, 0.3402, -0.6915], [-0.0441, 0.4857, -0.1193], [-0.0202, 0.6998, -1.4462], [0.0156, -0.1227, 0.5736], [-0.0250, -0.0339, -0.3915], [0.6334, 0.7315, 0.2742], [-0.3746, -0.1288, -0.3518], [0.1603, 0.3222, -0.3395], [0.2781, 0.0006, 0.1278], [-0.2187, -0.4303, 0.0732], [0.0025, -2.6993, -0.8091], [-2.0667, -1.5137, 1.3570], [1.7966, 2.5135, -0.0072], [1.6820, -0.1734, -0.8217], [-0.7778, -0.3196, -1.0727], [-0.0473, -0.3174, 0.2840], [0.4140, 0.3118, 0.0476], [-0.0101, 0.4692, -0.4370], [-0.3741, -0.1115, 0.0004], [-0.6208, -0.7266, 0.2467], [0.3318, 0.0643, -0.0782], [-0.1031, -0.2875, 0.3600], [-0.5457, 1.6334, 1.7148], [-0.1853, 0.1491, 0.5442], [-0.2281, 0.6018, -0.1888], [0.7652, 0.0391, 0.6422], [-2.0644, 1.1098, -1.4347], [-0.1442, 0.1815, -0.2441], [0.0125, -0.3121, -0.0284], [-0.0967, -0.7768, 0.0232]], "lowdin_charge": [-0.047, -0.093, 0.133, 0.199, 0.121, 0.105, 0.092, 0.106, -0.094, -0.014, -0.004, 0.038, 0.114, 0.130, 0.134, 0.131, -0.144, -0.202, -0.204, -0.128, -0.087, 0.000, -0.014, 0.118, 0.128, 0.036, 0.128, 0.136, 0.758, 0.047, -0.236, 0.067, 0.191, 0.131, 0.099, 0.124]}

***

Entry 4:
{"formula": "C3H4N2", "method": "the ωB97M-V functional and the def2-TZVPD basis", "relative_energy_ev": 5.371, "largest_force_ev_per_a": 1.93, "energy_ev": -6150.530, "lumo_energy_ha": 0.0386, "symbols": ["N", "C", "C", "C", "N", "H", "H", "H", "H"], "xyz": [[-1.1148, -0.8594, 0.3498], [-0.7020, 1.1611, 0.0106], [0.5652, 1.1984, -0.0306], [1.1207, -0.7672, -0.0938], [0.0493, -1.3470, 0.1035], [-1.7770, -1.3584, -0.2643], [-1.7262, 1.4853, -0.0112], [1.4880, 1.7643, -0.0321], [2.0968, -1.2772, -0.0320]], "atomic_forces_ev_per_a": [[0.3654, 1.1374, -0.6728], [0.4172, -1.7012, 0.1048], [-0.0920, -1.9238, -0.0239], [-0.5896, 0.9926, 0.4450], [0.4896, -0.2573, -0.0950], [0.0226, 0.5884, 0.2439], [0.4388, 0.3426, 0.1392], [-0.6006, 0.0545, -0.1248], [-0.4514, 0.7668, -0.0163]], "lowdin_charge": [0.009, -0.007, -0.053, -0.018, -0.193, 0.086, 0.047, 0.051, 0.080]}